[1]
C5H9N | ωB97M-V/def2-TZVPD

Last column: natural (NBO) charge in e.
Element x y z (Å)
C -1.1620 -1.2683 0.3211  0.33
C -0.1365 0.4805 0.8258  0.22
C -0.4841 -1.6356 -0.9545  -0.78
C -0.4699 1.6677 -0.0319  -0.69
C 1.3164 0.1560 0.8559  -0.69
N -1.2541 -0.3796 1.2296  -0.47
H -0.3853 -2.7238 -0.9556  0.25
H 0.4025 -1.1712 -1.3459  0.22
H -1.2238 -1.7098 -1.8846  0.26
H -0.4258 2.6842 0.6281  0.23
H -1.5144 1.7154 -0.4946  0.24
H 0.2606 1.8132 -0.8273  0.20
H 1.7017 0.4234 -0.0941  0.21
H 1.4810 -0.9450 1.1788  0.23
H 1.8938 0.8928 1.5493  0.23

Force components x, y, z for each atom (eV/Å):
C -0.64 0.99 -0.04
C -0.83 0.86 -0.74
C -2.23 -1.59 -2.09
C -1.38 2.34 1.13
C 0.02 -0.73 2.79
N 1.48 -0.82 -0.73
H 0.78 -0.07 0.52
H 0.60 0.43 0.28
H 0.89 1.03 2.06
H 0.00 -2.16 -1.34
H 1.36 -0.46 0.77
H 0.05 0.00 -0.10
H 0.75 -0.40 -1.22
H 0.10 1.96 -0.61
H -0.97 -1.37 -0.67

Summary:
Gap between HOMO and LUMO (alpha / beta): 0.3152 / 0.2709 Eh
Spin multiplicity: 1
Charge: 0
Largest force on an atom: 0.0670 hartree/bohr
Lowest unoccupied orbital energy (alpha / beta): 0.9 / 0.4 eV

[2]
C5H9N | ωB97M-V/def2-TZVPD

Last column: natural (NBO) charge in e.
Element x y z (Å)
C -1.6822 0.6726 -1.2848  -0.62
C -0.2169 0.0185 -1.3900  -0.45
C -0.0982 -1.0986 -0.4344  -0.17
C 0.4561 -0.7827 0.7643  -0.07
N 1.2153 0.3042 1.0394  -0.46
C 1.8929 0.3444 2.1117  -0.01
H -1.4569 1.7846 -1.1652  0.21
H -2.3119 0.5533 -2.2205  0.22
H -2.0651 0.5314 -0.3343  0.21
H -0.0209 -0.2629 -2.4568  0.21
H 0.5286 0.6033 -0.9599  0.23
H -0.7526 -1.9973 -0.4406  0.20
H 0.4249 -1.4800 1.5426  0.17
H 2.4039 -0.5070 2.5060  0.15
H 1.6832 1.3160 2.7226  0.18

Force components x, y, z for each atom (eV/Å):
C 2.78 2.41 -2.40
C -2.28 -1.37 -1.68
C -1.12 -0.28 1.73
C 0.93 -2.43 -2.68
N -0.97 1.79 1.14
C -1.36 2.63 0.34
H -0.37 -1.01 -0.76
H 0.52 -0.19 1.59
H -1.48 -1.24 1.52
H 0.09 0.36 0.94
H 1.06 2.10 -0.43
H 0.57 0.64 -0.23
H -0.29 -1.25 1.17
H 0.06 -0.75 0.82
H 1.85 -1.40 -1.07

Summary:
SMILES: C=N/C=C\CC
Gap between HOMO and LUMO: 0.3007 Eh
Spin multiplicity: 1
Charge: 0
Largest force on an atom: 0.0854 hartree/bohr
Lowest unoccupied orbital energy: 0.1 eV

Q: Which formula does entry 1 have?
A: C5H9N